C5H8O2 | wB97M-V/def2-TZVPD

Largest force on an atom in eV/Å: 3.4
ΔE to the lowest compared entry with this formula, charge and spin in kcal per mole: 91.2
HOMO level in eV: -10.026
E_LUMO in eV: 0.82
HOMO-LUMO gap in eV: 10.842

Geometry as ORCA input:
```
! wB97M-V def2-TZVPD RIJCOSX def2/J DEFGRID3
* xyz 0 1
C -0.557 -1.497 0.681
C -0.130 -0.203 0.034
O -0.733 -0.503 -1.416
C -0.874 1.058 0.470
O -0.614 2.135 -0.385
C 1.304 0.012 -0.107
C 2.470 0.234 -0.313
H -1.376 -1.412 1.408
H 0.246 -2.148 1.047
H -0.921 -1.706 -0.408
H -0.073 -0.812 -2.063
H -0.647 1.306 1.523
H -1.942 0.834 0.403
H 0.341 2.288 -0.373
H 3.506 0.416 -0.500
*
```

Atom charges from the Löwdin analysis, given in e for atoms 1 to 6:
1. C -0.024
2. C -0.462
3. O -0.097
4. C -0.220
5. O -0.039
6. C -0.074

C5H8O2 | wB97M-V/def2-TZVPD

Largest force on an atom in eV/Å: 2.8
ΔE to the lowest compared entry with this formula, charge and spin in kcal per mole: 74.3
HOMO level in eV: -9.569
E_LUMO in eV: 0.90
HOMO-LUMO gap in eV: 10.474

Geometry as ORCA input:
```
! wB97M-V def2-TZVPD RIJCOSX def2/J DEFGRID3
* xyz 0 1
O -0.652 0.636 -2.306
C -0.632 0.148 -0.972
C 0.091 -1.229 -0.337
C 0.777 -0.630 0.897
C -0.217 0.421 1.392
C 0.062 1.035 0.040
O 1.648 0.344 0.375
H 0.086 1.238 -2.475
H -1.692 -0.092 -0.803
H -0.647 -1.966 0.014
H 0.819 -1.707 -1.000
H 1.162 -1.416 1.566
H -1.226 0.061 1.605
H 0.172 1.072 2.170
H 0.248 2.086 -0.167
*
```

Atom charges from the Löwdin analysis, given in e for atoms 1 to 6:
1. O -0.024
2. C -0.273
3. C -0.048
4. C -0.413
5. C -0.087
6. C -0.065

C5H8O2 | wB97M-V/def2-TZVPD

Largest force on an atom in eV/Å: 0.5
ΔE to the lowest compared entry with this formula, charge and spin in kcal per mole: 127.2
HOMO level in eV: -7.803
E_LUMO in eV: 0.65
HOMO-LUMO gap in eV: 8.450

Geometry as ORCA input:
```
! wB97M-V def2-TZVPD RIJCOSX def2/J DEFGRID3
* xyz 0 1
C 1.035 0.752 -1.096
C 0.124 0.193 -0.040
C 0.233 0.436 1.458
O -0.183 -0.896 1.744
C -0.181 -1.256 0.319
C -1.542 -1.284 -0.308
O -1.286 0.434 -0.549
H 2.084 0.776 -0.786
H 0.958 0.161 -2.014
H 0.712 1.774 -1.318
H -0.440 1.215 1.841
H 1.249 0.638 1.826
H 0.484 -2.106 0.133
H -1.417 -1.563 -1.366
H -1.921 0.725 0.127
*
```

Atom charges from the Löwdin analysis, given in e for atoms 1 to 6:
1. C 0.009
2. C -0.388
3. C -0.120
4. O -0.079
5. C -0.309
6. C 0.070

C5H8O2 | wB97M-V/def2-TZVPD

Largest force on an atom in eV/Å: 0.4
ΔE to the lowest compared entry with this formula, charge and spin in kcal per mole: 28.2
HOMO level in eV: -9.583
E_LUMO in eV: 0.50
HOMO-LUMO gap in eV: 10.087

Geometry as ORCA input:
```
! wB97M-V def2-TZVPD RIJCOSX def2/J DEFGRID3
* xyz 0 1
O 1.251 -1.119 0.814
C -2.018 0.932 1.326
C -0.787 0.839 0.838
C 1.308 -1.068 -0.602
C 0.800 0.291 -1.078
C -0.618 0.508 -0.604
O -1.565 0.391 -1.360
H 1.321 -2.037 1.100
H -2.220 1.208 2.355
H -2.848 0.727 0.655
H 0.109 0.966 1.439
H 2.338 -1.201 -0.959
H 0.677 -1.848 -1.052
H 0.804 0.319 -2.171
H 1.449 1.091 -0.700
*
```

Atom charges from the Löwdin analysis, given in e for atoms 1 to 6:
1. O -0.070
2. C 0.056
3. C -0.104
4. C -0.252
5. C -0.113
6. C -0.418

C5H8O2 | wB97M-V/def2-TZVPD

Largest force on an atom in eV/Å: 0.7
ΔE to the lowest compared entry with this formula, charge and spin in kcal per mole: 33.0
HOMO level in eV: -9.449
E_LUMO in eV: 0.79
HOMO-LUMO gap in eV: 10.238

Geometry as ORCA input:
```
! wB97M-V def2-TZVPD RIJCOSX def2/J DEFGRID3
* xyz 0 1
O 2.344 0.378 0.609
C 1.523 -0.572 -0.062
C 0.124 -0.283 0.465
C -0.528 1.007 -0.090
C -1.845 0.249 -0.360
C -1.222 -1.013 0.212
O -1.658 -2.111 0.423
H 2.979 0.759 -0.004
H 1.861 -1.591 0.161
H 1.575 -0.429 -1.153
H 0.221 -0.246 1.556
H -0.569 1.829 0.625
H -0.063 1.372 -1.012
H -1.957 0.024 -1.421
H -2.785 0.626 0.050
*
```

Atom charges from the Löwdin analysis, given in e for atoms 1 to 6:
1. O -0.062
2. C -0.220
3. C -0.206
4. C -0.131
5. C -0.083
6. C -0.353

C5H8O2 | wB97M-V/def2-TZVPD

Largest force on an atom in eV/Å: 1.4
ΔE to the lowest compared entry with this formula, charge and spin in kcal per mole: 34.0
HOMO level in eV: -9.505
E_LUMO in eV: 0.97
HOMO-LUMO gap in eV: 10.476

Geometry as ORCA input:
```
! wB97M-V def2-TZVPD RIJCOSX def2/J DEFGRID3
* xyz 0 1
O -2.190 1.658 0.405
C -1.242 1.219 -0.557
C -0.165 0.501 0.190
C -0.010 -0.819 0.150
C 0.896 -1.591 1.055
C 2.601 0.043 -0.993
O 2.376 -0.149 -2.090
H -2.831 2.222 -0.043
H -0.826 2.073 -1.113
H -1.698 0.529 -1.285
H 0.455 1.105 0.854
H 0.252 -1.944 1.863
H -0.654 -1.409 -0.503
H 1.350 -2.465 0.577
H 1.688 -0.972 1.489
*
```

Atom charges from the Löwdin analysis, given in e for atoms 1 to 6:
1. O -0.067
2. C -0.279
3. C -0.147
4. C -0.204
5. C -0.126
6. C 0.020

C5H8O2 | wB97M-V/def2-TZVPD

Largest force on an atom in eV/Å: 2.4
ΔE to the lowest compared entry with this formula, charge and spin in kcal per mole: 19.8
HOMO level in eV: -9.936
E_LUMO in eV: 0.52
HOMO-LUMO gap in eV: 10.457

Geometry as ORCA input:
```
! wB97M-V def2-TZVPD RIJCOSX def2/J DEFGRID3
* xyz 0 1
C -0.499 -1.440 0.191
C 0.220 1.045 0.231
C -0.020 1.611 -1.154
C -0.865 -0.044 0.576
C 0.891 -1.744 0.706
O -1.916 0.261 1.120
O 1.771 -2.215 -0.007
H 1.030 -1.628 1.795
H -0.506 -1.528 -0.899
H -1.207 -2.144 0.641
H 0.090 1.825 0.989
H 1.258 0.724 0.342
H -1.050 1.964 -1.267
H 0.161 0.852 -1.922
H 0.642 2.462 -1.341
*
```

Atom charges from the Löwdin analysis, given in e for atoms 1 to 6:
1. C -0.083
2. C -0.177
3. C -0.097
4. C -0.394
5. C -0.248
6. O 0.087

C5H8O2 | wB97M-V/def2-TZVPD

Largest force on an atom in eV/Å: 0.9
ΔE to the lowest compared entry with this formula, charge and spin in kcal per mole: 36.6
HOMO level in eV: -8.578
E_LUMO in eV: 0.80
HOMO-LUMO gap in eV: 9.379

Geometry as ORCA input:
```
! wB97M-V def2-TZVPD RIJCOSX def2/J DEFGRID3
* xyz 0 1
C -1.626 0.355 -0.429
C 1.452 0.399 -0.328
C -0.654 -0.052 0.634
C 1.395 -0.681 -1.109
C -0.910 -0.857 1.650
O 0.556 0.710 0.643
O 2.372 1.373 -0.489
H 2.207 2.058 0.171
H -2.018 1.348 -0.205
H -1.140 0.408 -1.402
H -2.454 -0.346 -0.482
H 0.750 -1.512 -0.898
H 2.106 -0.796 -1.902
H -1.878 -1.311 1.766
H -0.158 -1.095 2.382
*
```

Atom charges from the Löwdin analysis, given in e for atoms 1 to 6:
1. C -0.028
2. C -0.484
3. C -0.384
4. C 0.064
5. C 0.090
6. O 0.014

C5H8O2 | wB97M-V/def2-TZVPD

Largest force on an atom in eV/Å: 3.3
ΔE to the lowest compared entry with this formula, charge and spin in kcal per mole: 86.5
HOMO level in eV: -9.422
E_LUMO in eV: 0.91
HOMO-LUMO gap in eV: 10.336

Geometry as ORCA input:
```
! wB97M-V def2-TZVPD RIJCOSX def2/J DEFGRID3
* xyz 0 1
C -1.838 -0.276 -0.241
C -0.649 0.669 -0.019
O -0.214 0.713 1.351
C 1.135 0.407 1.039
C 1.266 -0.971 0.398
C 0.907 0.239 -0.389
O 1.496 0.663 -1.577
H -1.550 -1.311 -0.039
H -2.684 -0.035 0.423
H -2.210 -0.212 -1.273
H -0.958 1.696 -0.334
H 1.911 0.900 1.601
H 2.291 -1.307 0.248
H 0.544 -1.755 0.612
H 0.554 0.579 -1.802
*
```

Atom charges from the Löwdin analysis, given in e for atoms 1 to 6:
1. C -0.034
2. C -0.239
3. O -0.048
4. C -0.199
5. C 0.017
6. C -0.415

C5H8O2 | wB97M-V/def2-TZVPD

Largest force on an atom in eV/Å: 0.6
ΔE to the lowest compared entry with this formula, charge and spin in kcal per mole: 110.8
HOMO level in eV: -9.238
E_LUMO in eV: 0.60
HOMO-LUMO gap in eV: 9.835

Geometry as ORCA input:
```
! wB97M-V def2-TZVPD RIJCOSX def2/J DEFGRID3
* xyz 0 1
C 0.256 -1.583 1.139
C 0.404 -0.228 1.766
O 1.473 1.238 -0.662
C 1.484 0.426 -1.554
C -1.480 1.240 -0.986
O -1.858 0.098 -1.080
C -0.805 -0.672 1.672
H 0.366 -1.701 0.055
H 0.540 -2.479 1.700
H 1.103 0.550 2.030
H 2.029 -0.532 -1.477
H 0.938 0.597 -2.502
H -1.182 1.687 -0.021
H -1.400 1.900 -1.874
H -1.868 -0.541 1.796
*
```

Atom charges from the Löwdin analysis, given in e for atoms 1 to 6:
1. C -0.166
2. C -0.082
3. O -0.022
4. C -0.136
5. C -0.162
6. O -0.015

C5H8O2 | wB97M-V/def2-TZVPD

Largest force on an atom in eV/Å: 3.1
ΔE to the lowest compared entry with this formula, charge and spin in kcal per mole: 39.1
HOMO level in eV: -9.534
E_LUMO in eV: 0.93
HOMO-LUMO gap in eV: 10.469

Geometry as ORCA input:
```
! wB97M-V def2-TZVPD RIJCOSX def2/J DEFGRID3
* xyz 0 1
C 1.258 0.826 0.075
O 1.255 -0.071 -1.051
C -0.089 -0.456 -1.251
C -0.893 0.817 -1.010
C -0.206 0.909 0.488
C -0.727 -0.441 0.926
O -0.440 -1.315 -0.179
H 1.645 1.804 -0.254
H 1.902 0.414 0.864
H -0.183 -0.993 -2.198
H -0.612 1.603 -1.721
H -1.903 -0.300 0.749
H -0.491 1.756 1.118
H -0.231 -0.825 1.827
H -1.983 0.877 -0.938
*
```

Atom charges from the Löwdin analysis, given in e for atoms 1 to 6:
1. C -0.149
2. O -0.068
3. C -0.362
4. C -0.038
5. C -0.226
6. C -0.159

C5H8O2 | wB97M-V/def2-TZVPD

Largest force on an atom in eV/Å: 0.9
ΔE to the lowest compared entry with this formula, charge and spin in kcal per mole: 64.8
HOMO level in eV: -9.112
E_LUMO in eV: 0.81
HOMO-LUMO gap in eV: 9.921

Geometry as ORCA input:
```
! wB97M-V def2-TZVPD RIJCOSX def2/J DEFGRID3
* xyz 0 1
C -1.900 -0.233 -0.208
C -0.728 0.698 0.024
O -0.257 0.665 1.405
C 1.100 0.436 0.989
C 1.112 -0.932 0.342
C 0.655 0.291 -0.423
O 1.232 0.711 -1.602
H -1.567 -1.275 -0.263
H -2.590 -0.144 0.636
H -2.442 0.012 -1.127
H -0.957 1.728 -0.279
H 1.873 0.951 1.548
H 1.936 -1.433 -0.153
H 0.503 -1.659 0.858
H 2.028 0.184 -1.749
*
```

Atom charges from the Löwdin analysis, given in e for atoms 1 to 6:
1. C -0.022
2. C -0.273
3. O -0.044
4. C -0.176
5. C 0.002
6. C -0.423

> Which formula does entry 2 have?

C5H8O2